Record 1
{
  "formula": "C16H49N18O13PSi2",
  "method": "ωB97M-V with the def2-TZVPD basis set",
  "elements": ["O", "P", "O", "Si", "O", "Si", "C", "O", "C", "C", "C", "C", "C", "C", "H", "H", "H", "H", "H", "H", "H", "H", "H", "H", "H", "H", "H", "C", "O", "N", "N", "H", "H", "H", "H", "C", "O", "N", "N", "H", "H", "H", "H", "C", "O", "N", "N", "H", "H", "H", "H", "C", "O", "N", "N", "H", "H", "H", "H", "C", "O", "N", "N", "H", "H", "H", "H", "C", "O", "N", "N", "H", "H", "H", "H", "C", "O", "N", "N", "H", "H", "H", "H", "C", "O", "N", "N", "H", "H", "H", "H", "C", "O", "N", "N", "H", "H", "H", "H"],
  "positions_angstrom": [[-6.29, 0.20, -2.39], [-5.89, 0.68, -3.95], [-6.79, -0.10, -5.14], [-3.72, 0.58, -4.32], [-2.91, -0.80, -3.69], [-3.31, -2.26, -4.48], [-4.36, -3.40, -3.34], [-5.26, -2.65, -2.49], [-4.82, -2.59, -1.17], [-5.33, -3.62, -0.25], [-4.93, -3.63, 1.15], [-3.96, -2.63, 1.64], [-3.43, -1.61, 0.77], [-3.90, -1.60, -0.64], [-7.11, 0.64, -2.10], [-7.34, 0.61, -5.53], [-3.46, 0.75, -5.76], [-3.11, 1.76, -3.67], [-3.94, -2.03, -5.79], [-2.05, -3.00, -4.70], [-4.95, -4.09, -4.02], [-3.70, -4.08, -2.72], [-6.07, -4.39, -0.59], [-5.30, -4.36, 1.91], [-3.60, -2.63, 2.70], [-2.70, -0.82, 1.08], [-3.50, -0.79, -1.28], [1.07, 0.48, -2.98], [1.12, -0.06, -1.88], [2.13, 1.12, -3.54], [-0.06, 0.48, -3.73], [2.10, 1.57, -4.43], [2.98, 1.14, -3.00], [-0.87, 0.01, -3.35], [-0.14, 0.91, -4.63], [-1.85, -4.09, 4.81], [-3.02, -3.75, 4.97], [-1.35, -4.41, 3.59], [-0.97, -4.19, 5.85], [-0.39, -4.69, 3.44], [-1.97, -4.35, 2.80], [-1.32, -3.96, 6.76], [-0.01, -4.46, 5.74], [1.50, -3.90, -2.33], [1.79, -3.61, -3.48], [1.70, -5.14, -1.81], [0.94, -3.00, -1.47], [1.47, -5.40, -0.87], [2.11, -5.83, -2.42], [0.78, -2.07, -1.81], [0.70, -3.22, -0.52], [5.10, 0.47, -0.84], [4.90, 1.27, -1.74], [4.14, -0.38, -0.38], [6.30, 0.37, -0.21], [4.29, -1.04, 0.37], [3.23, -0.33, -0.82], [7.03, 0.98, -0.52], [6.48, -0.28, 0.54], [-3.64, 4.36, -6.06], [-3.93, 3.39, -5.38], [-2.63, 5.21, -5.74], [-4.32, 4.69, -7.20], [-2.37, 6.01, -6.28], [-2.11, 5.00, -4.90], [-5.08, 4.08, -7.47], [-4.10, 5.48, -7.77], [4.10, 2.77, 2.68], [4.86, 2.05, 3.31], [3.72, 4.00, 3.13], [3.56, 2.41, 1.49], [3.10, 4.61, 2.63], [4.09, 4.31, 4.01], [3.82, 1.50, 1.13], [2.94, 2.98, 0.96], [3.89, 6.24, 6.58], [4.17, 6.53, 5.43], [4.11, 5.00, 7.09], [3.34, 7.13, 7.45], [3.88, 4.73, 8.04], [4.51, 4.31, 6.48], [3.17, 8.06, 7.11], [3.10, 6.91, 8.40], [-2.72, -6.66, 1.13], [-2.32, -5.57, 1.50], [-3.85, -6.82, 0.40], [-2.07, -7.82, 1.43], [-4.20, -7.71, 0.09], [-4.37, -5.98, 0.16], [-1.23, -7.74, 1.97], [-2.38, -8.72, 1.14], [8.25, 6.07, 3.98], [9.19, 5.52, 3.43], [6.95, 5.78, 3.69], [8.42, 7.03, 4.93], [6.16, 6.23, 4.13], [6.78, 5.08, 2.99], [9.36, 7.28, 5.17], [7.66, 7.50, 5.39]],
  "molar_mass_g_mol": 788.8,
  "total_charge": 0,
  "homo_ev": -7.61,
  "gap_ev": 8.012
}

Record 2
{
  "formula": "C16H50N10O8",
  "method": "ωB97M-V with the def2-TZVPD basis set",
  "elements": ["C", "O", "C", "C", "C", "N", "H", "H", "H", "H", "H", "H", "H", "H", "H", "H", "H", "C", "O", "C", "C", "C", "N", "H", "H", "H", "H", "H", "H", "H", "H", "H", "H", "H", "N", "C", "N", "O", "H", "H", "H", "H", "N", "C", "N", "O", "H", "H", "H", "H", "N", "C", "N", "O", "H", "H", "H", "H", "N", "C", "N", "O", "H", "H", "H", "H", "C", "C", "O", "H", "H", "H", "H", "H", "H", "C", "C", "O", "H", "H", "H", "H", "H", "H"],
  "positions_angstrom": [[-19.16, -21.82, -3.65], [-18.18, -21.47, -4.64], [-18.75, -20.71, -5.67], [-19.39, -19.36, -5.41], [-18.50, -18.44, -4.56], [-20.69, -19.43, -4.76], [-19.22, -20.97, -2.98], [-18.87, -22.79, -3.25], [-20.14, -22.02, -4.11], [-17.89, -20.51, -6.32], [-19.46, -21.29, -6.27], [-19.53, -18.91, -6.39], [-18.70, -17.38, -4.75], [-17.44, -18.46, -4.84], [-18.55, -18.59, -3.48], [-20.72, -19.36, -3.75], [-21.22, -18.59, -5.00], [-15.09, -18.54, -1.47], [-13.78, -19.04, -1.37], [-13.41, -19.57, -0.11], [-13.22, -18.49, 0.94], [-11.95, -17.68, 0.55], [-12.85, -18.97, 2.29], [-15.34, -18.52, -2.53], [-15.10, -17.51, -1.09], [-15.83, -19.07, -0.86], [-14.09, -20.36, 0.24], [-12.46, -20.08, -0.31], [-14.05, -17.78, 0.95], [-12.01, -17.28, -0.46], [-10.99, -18.17, 0.74], [-11.96, -16.78, 1.18], [-12.34, -18.23, 2.78], [-13.70, -18.84, 2.86], [-21.09, -21.67, -0.71], [-21.99, -21.34, -1.67], [-22.80, -22.34, -2.09], [-21.92, -20.21, -2.17], [-21.17, -22.56, -0.24], [-20.41, -21.01, -0.38], [-22.60, -23.20, -1.62], [-23.37, -22.16, -2.89], [-15.74, -26.03, -1.49], [-16.51, -26.33, -2.57], [-17.56, -25.47, -2.76], [-16.30, -27.25, -3.35], [-15.95, -25.16, -1.02], [-14.99, -26.62, -1.19], [-18.13, -25.67, -3.57], [-17.42, -24.53, -2.44], [-16.63, -21.94, 6.47], [-16.65, -21.13, 5.39], [-16.10, -19.90, 5.54], [-17.25, -21.48, 4.35], [-17.18, -22.77, 6.40], [-16.44, -21.52, 7.36], [-15.96, -19.31, 4.74], [-15.70, -19.76, 6.45], [-17.00, -16.60, 2.41], [-16.48, -17.80, 2.80], [-17.33, -18.83, 2.59], [-15.35, -17.90, 3.29], [-17.94, -16.50, 2.09], [-16.47, -15.79, 2.67], [-18.24, -18.73, 2.18], [-17.07, -19.71, 3.00], [-17.18, -21.36, 0.33], [-17.63, -22.59, -0.44], [-16.63, -23.59, -0.26], [-16.26, -20.97, -0.12], [-17.11, -21.59, 1.39], [-17.93, -20.57, 0.26], [-17.60, -22.26, -1.48], [-18.62, -22.92, -0.14], [-16.46, -23.59, 0.70], [-14.19, -23.70, 2.11], [-15.30, -24.24, 3.04], [-16.58, -23.76, 2.68], [-13.19, -23.72, 2.55], [-14.40, -22.64, 1.90], [-14.15, -24.15, 1.12], [-15.05, -24.01, 4.08], [-15.25, -25.34, 3.05], [-16.79, -23.18, 3.43]],
  "relative_energy_ev": 1.431,
  "molar_mass_g_mol": 510.6,
  "smiles": "COC[C@H](C)N.COC[C@H](C)N.NC(N)=O.NC(N)=O.NC(N)=O.NC(N)=O.CCO.CCO",
  "total_charge": 0,
  "homo_ev": -8.74,
  "gap_ev": 8.759
}

Record 3
{
  "formula": "C16H50O9",
  "method": "ωB97M-V with the def2-TZVPD basis set",
  "elements": ["C", "C", "O", "H", "H", "H", "H", "H", "H", "C", "C", "O", "H", "H", "H", "H", "H", "H", "C", "C", "O", "H", "H", "H", "H", "H", "H", "C", "C", "O", "H", "H", "H", "H", "H", "H", "C", "C", "O", "H", "H", "H", "H", "H", "H", "C", "C", "O", "H", "H", "H", "H", "H", "H", "C", "C", "O", "H", "H", "H", "H", "H", "H", "C", "C", "O", "H", "H", "H", "H", "H", "H", "O", "H", "H"],
  "positions_angstrom": [[2.39, -2.70, 3.41], [2.32, -2.53, 1.91], [1.06, -1.97, 1.56], [1.54, -3.19, 3.88], [2.35, -1.76, 3.92], [3.34, -3.12, 3.70], [2.35, -3.57, 1.57], [3.18, -2.07, 1.52], [0.76, -2.21, 0.63], [-0.05, 3.82, -0.94], [-1.37, 3.99, -0.18], [-2.40, 3.15, -0.73], [0.28, 2.81, -0.86], [0.70, 4.38, -0.38], [-0.09, 4.11, -1.99], [-1.79, 5.00, -0.17], [-1.26, 3.77, 0.86], [-2.51, 2.45, -0.08], [-3.06, -0.33, -3.75], [-2.81, 1.17, -3.90], [-1.78, 1.62, -3.02], [-3.41, -0.65, -2.72], [-2.20, -0.98, -3.95], [-3.86, -0.66, -4.39], [-3.73, 1.70, -3.87], [-2.41, 1.47, -4.87], [-2.17, 2.28, -2.41], [-3.38, 2.40, 3.01], [-1.93, 1.94, 2.62], [-1.92, 1.29, 1.40], [-3.41, 2.94, 3.96], [-4.04, 1.56, 3.20], [-3.89, 3.00, 2.22], [-1.58, 1.35, 3.48], [-1.37, 2.88, 2.63], [-1.91, 0.29, 1.60], [-2.20, -3.84, 2.31], [-2.44, -2.48, 1.64], [-1.75, -1.38, 2.25], [-2.34, -3.90, 3.45], [-1.12, -3.99, 2.24], [-2.73, -4.61, 1.80], [-3.51, -2.13, 1.75], [-2.26, -2.52, 0.60], [-0.81, -1.62, 2.35], [2.56, -4.01, -1.39], [1.65, -2.80, -1.80], [0.49, -2.80, -0.93], [3.24, -4.21, -2.19], [1.87, -4.89, -1.19], [3.07, -3.73, -0.46], [1.29, -2.97, -2.80], [2.14, -1.85, -1.66], [0.02, -2.02, -1.21], [1.65, 1.37, -3.53], [2.50, 1.62, -2.33], [3.57, 0.61, -2.25], [2.13, 1.49, -4.51], [0.73, 1.95, -3.48], [1.26, 0.29, -3.39], [1.89, 1.41, -1.41], [2.90, 2.62, -2.22], [4.26, 0.74, -2.95], [3.40, 1.11, 1.84], [1.98, 1.54, 1.68], [1.08, 0.62, 0.99], [3.46, 0.22, 2.52], [4.03, 1.92, 2.21], [3.82, 0.77, 0.92], [1.90, 2.44, 1.08], [1.57, 1.70, 2.70], [1.18, -0.32, 1.29], [-0.72, -0.38, -0.97], [-1.30, 0.17, -1.54], [-0.42, 0.21, -0.27]],
  "relative_energy_ev": 0.978,
  "molar_mass_g_mol": 386.6,
  "smiles": "CCO.CCO.CCO.CCO.CCO.CCO.CCO.CCO.O",
  "total_charge": 0,
  "homo_ev": -9.70,
  "gap_ev": 10.528
}

Record 4
{
  "formula": "C16H52B3KO8Pb",
  "method": "ωB97M-V with the def2-TZVPD basis set",
  "elements": ["Pb", "K", "B", "H", "H", "H", "H", "B", "H", "H", "H", "H", "B", "H", "H", "H", "H", "C", "O", "C", "C", "O", "C", "H", "H", "H", "H", "H", "H", "H", "H", "H", "H", "C", "O", "C", "C", "O", "C", "H", "H", "H", "H", "H", "H", "H", "H", "H", "H", "C", "O", "C", "C", "O", "C", "H", "H", "H", "H", "H", "H", "H", "H", "H", "H", "C", "O", "C", "C", "O", "C", "H", "H", "H", "H", "H", "H", "H", "H", "H", "H"],
  "positions_angstrom": [[1.98, 0.56, 0.79], [-0.54, 1.62, 4.36], [2.55, 1.64, 3.38], [3.22, 1.83, 2.41], [3.29, 1.71, 4.31], [1.77, 2.54, 3.37], [2.02, 0.56, 3.30], [2.07, -0.79, -1.59], [1.56, 0.30, -1.62], [1.45, -1.53, -0.87], [2.22, -1.29, -2.66], [3.15, -0.64, -1.05], [-0.64, 0.74, 1.46], [-0.51, 0.30, 0.36], [0.01, 0.14, 2.24], [-0.23, 1.87, 1.43], [-1.80, 0.72, 1.76], [4.94, -0.49, 2.81], [4.34, -0.83, 1.57], [4.14, -2.20, 1.37], [2.92, -2.75, 2.09], [1.83, -1.93, 1.76], [0.62, -2.53, 2.19], [5.91, -0.98, 2.90], [4.30, -0.74, 3.66], [5.12, 0.58, 2.83], [5.02, -2.82, 1.61], [4.01, -2.35, 0.29], [3.14, -2.83, 3.17], [2.76, -3.76, 1.70], [0.57, -3.55, 1.82], [-0.23, -1.99, 1.79], [0.45, -2.50, 3.27], [-2.39, -3.72, 0.02], [-2.45, -3.01, -1.19], [-1.35, -2.14, -1.40], [-1.37, -1.63, -2.81], [-2.53, -0.88, -3.12], [-2.39, 0.48, -2.82], [-1.89, -3.12, 0.78], [-1.81, -4.64, -0.11], [-3.39, -3.97, 0.36], [-0.38, -2.63, -1.27], [-1.41, -1.28, -0.72], [-1.32, -2.46, -3.52], [-0.47, -1.06, -3.07], [-3.28, 1.00, -3.17], [-1.50, 0.89, -3.32], [-2.36, 0.70, -1.74], [-6.49, -0.07, -4.36], [-5.99, -0.24, -3.06], [-6.86, 0.18, -2.05], [-6.11, 0.50, -0.78], [-5.24, -0.55, -0.42], [-4.51, -0.19, 0.73], [-5.73, -0.40, -5.06], [-6.77, 0.97, -4.53], [-7.39, -0.70, -4.49], [-7.58, -0.63, -1.83], [-7.46, 1.05, -2.34], [-6.87, 0.65, 0.00], [-5.49, 1.40, -0.94], [-5.17, 0.05, 1.58], [-3.92, 0.71, 0.54], [-3.87, -1.03, 0.99], [5.62, 1.37, -0.12], [4.36, 1.93, 0.12], [4.31, 3.33, -0.03], [2.91, 3.83, 0.20], [2.03, 2.90, -0.39], [0.73, 3.42, -0.68], [5.52, 0.31, -0.31], [6.30, 1.51, 0.74], [6.15, 1.84, -0.96], [4.69, 3.61, -1.02], [4.98, 3.76, 0.73], [2.82, 4.84, -0.23], [2.66, 3.97, 1.26], [0.87, 4.25, -1.39], [0.16, 3.68, 0.21], [0.21, 2.64, -1.23]],
  "relative_energy_ev": 0.000,
  "molar_mass_g_mol": 651.3,
  "total_charge": 0,
  "homo_ev": -8.33,
  "gap_ev": 7.479
}

Record 5
{
  "formula": "C16H52ClN4O12",
  "method": "ωB97M-V with the def2-TZVPD basis set",
  "elements": ["Cl", "O", "O", "O", "O", "O", "H", "H", "O", "H", "H", "O", "H", "H", "O", "H", "H", "C", "C", "C", "O", "C", "N", "H", "H", "H", "H", "H", "H", "H", "H", "H", "H", "H", "C", "C", "C", "O", "C", "N", "H", "H", "H", "H", "H", "H", "H", "H", "H", "H", "H", "C", "C", "C", "O", "C", "N", "H", "H", "H", "H", "H", "H", "H", "H", "H", "H", "H", "C", "C", "C", "O", "C", "N", "H", "H", "H", "H", "H", "H", "H", "H", "H", "H", "H"],
  "positions_angstrom": [[0.26, 1.14, 0.65], [1.00, 1.13, 1.84], [0.47, -0.15, -0.01], [-1.13, 1.43, 0.80], [0.92, 2.07, -0.17], [2.51, -0.11, 2.60], [2.86, 0.41, 1.87], [2.16, 0.53, 3.21], [-0.52, 2.20, -1.82], [-0.60, 1.34, -2.23], [0.07, 2.05, -1.07], [-1.75, 3.27, -0.17], [-2.17, 2.42, -0.03], [-1.29, 3.18, -1.00], [-0.98, 3.61, 1.98], [-0.46, 2.83, 2.20], [-1.20, 3.49, 1.05], [-2.26, 1.57, 6.38], [-2.89, 0.40, 5.59], [-2.06, -0.18, 4.44], [-1.91, 0.81, 3.48], [-1.08, 0.49, 2.44], [-3.22, -0.74, 6.50], [-1.85, 2.36, 5.76], [-1.39, 1.16, 6.88], [-2.94, 2.05, 7.08], [-3.91, 0.69, 5.31], [-2.76, -0.90, 4.02], [-1.12, -0.69, 4.63], [-0.97, 1.44, 1.91], [-1.39, -0.33, 1.80], [-0.11, 0.26, 2.89], [-2.99, -1.50, 5.87], [-2.48, -0.74, 7.20], [-5.25, -3.00, -2.52], [-3.80, -2.39, -2.57], [-3.13, -1.92, -1.18], [-1.94, -1.31, -1.61], [-1.27, -0.56, -0.66], [-2.97, -3.27, -3.40], [-5.65, -3.37, -3.47], [-5.86, -2.15, -2.23], [-5.45, -3.75, -1.76], [-3.93, -1.45, -3.10], [-3.02, -2.82, -0.57], [-3.89, -1.33, -0.67], [-1.50, 0.50, -0.75], [-0.20, -0.56, -0.89], [-1.38, -0.90, 0.37], [-2.15, -2.78, -3.73], [-2.62, -4.05, -2.86], [0.21, -2.73, 0.35], [1.66, -2.46, 0.65], [2.52, -2.54, -0.61], [3.88, -2.30, -0.26], [4.80, -2.56, -1.27], [1.90, -1.14, 1.20], [-0.39, -3.13, 1.17], [0.23, -3.49, -0.42], [-0.32, -1.89, -0.11], [2.09, -3.14, 1.39], [2.28, -1.72, -1.29], [2.35, -3.55, -0.97], [4.63, -3.60, -1.52], [5.76, -2.34, -0.80], [4.77, -1.90, -2.14], [2.51, -0.68, 0.54], [1.09, -0.54, 1.08], [1.78, 2.07, -1.92], [2.23, 1.33, -3.11], [3.29, 2.17, -3.82], [2.76, 3.36, -4.31], [3.79, 4.23, -4.70], [2.72, 0.00, -2.76], [1.15, 1.37, -1.37], [1.05, 2.86, -2.13], [2.52, 2.47, -1.23], [1.43, 1.09, -3.82], [3.59, 1.54, -4.65], [4.21, 2.34, -3.25], [4.25, 3.76, -5.57], [4.57, 4.48, -3.97], [3.23, 5.15, -4.91], [3.15, -0.42, -3.57], [3.52, 0.00, -2.15]],
  "relative_energy_ev": 30.219,
  "molar_mass_g_mol": 528.1,
  "total_charge": -1,
  "homo_ev": -3.31,
  "gap_ev": 5.876
}